No. 1
{"formula": "C35H41N8V", "method": "the ωB97M-V functional and the def2-TZVPD basis", "relative_energy_kcal_mol": 43.6, "homo_ev": [-8.60, -8.87], "multiplicity": 4, "total_charge": 1, "largest_force_ev_per_a": 0.79, "gap_ev": [5.7, 6.0], "e_lumo_ev": [-2.9, -2.9], "symbols": ["V", "C", "C", "C", "C", "C", "H", "H", "H", "H", "H", "C", "N", "C", "C", "C", "C", "C", "N", "C", "C", "C", "C", "C", "C", "H", "H", "H", "H", "H", "H", "H", "H", "H", "H", "H", "N", "C", "C", "C", "N", "C", "C", "N", "C", "H", "H", "H", "H", "H", "H", "H", "H", "H", "H", "H", "H", "H", "H", "H", "H", "N", "C", "C", "C", "C", "C", "C", "N", "C", "C", "C", "C", "N", "C", "C", "H", "H", "H", "H", "H", "H", "H", "H", "H"], "positions_angstrom": [[-0.397, 1.555, -0.835], [-1.076, 3.188, 0.640], [-2.111, 2.498, 1.365], [-1.653, 2.247, 2.648], [-0.345, 2.804, 2.773], [-0.006, 3.391, 1.570], [-1.296, 3.897, -0.152], [-3.100, 2.271, 0.982], [-2.202, 1.737, 3.430], [0.270, 2.777, 3.663], [0.910, 3.924, 1.354], [-3.075, 2.192, -2.926], [-1.654, 2.263, -2.592], [-0.913, 2.997, -3.362], [0.452, 3.225, -3.089], [1.386, 4.013, -3.775], [2.537, 4.011, -2.997], [2.244, 3.231, -1.871], [0.999, 2.736, -1.920], [-3.955, 2.634, -1.782], [-4.926, 1.788, -1.262], [-5.737, 2.199, -0.211], [-5.579, 3.467, 0.326], [-4.612, 4.321, -0.192], [-3.806, 3.907, -1.238], [-3.348, 1.165, -3.196], [-3.283, 2.806, -3.810], [-1.343, 3.483, -4.241], [1.224, 4.530, -4.709], [3.463, 4.524, -3.195], [2.885, 3.046, -1.019], [-5.068, 0.802, -1.697], [-6.495, 1.534, 0.181], [-6.204, 3.791, 1.146], [-4.481, 5.309, 0.230], [-3.047, 4.572, -1.632], [0.183, -3.622, 0.635], [-0.351, -2.520, -0.260], [-1.856, -2.667, -0.390], [-2.408, -1.509, -1.219], [-2.194, -0.215, -0.545], [-1.758, -1.546, -2.605], [-0.233, -1.494, -2.599], [0.200, -0.102, -2.376], [0.349, -2.526, -1.610], [-0.533, -3.901, 1.307], [1.023, -3.396, 1.235], [0.422, -4.452, 0.092], [-0.143, -1.584, 0.248], [-2.328, -2.686, 0.598], [-2.109, -3.602, -0.900], [-3.480, -1.691, -1.352], [-2.759, -0.144, 0.299], [-2.596, 0.500, -1.153], [-2.139, -0.729, -3.221], [-2.073, -2.471, -3.093], [0.111, -1.817, -3.586], [-0.213, 0.454, -3.124], [1.203, 0.001, -2.508], [1.427, -2.381, -1.494], [0.201, -3.507, -2.079], [4.694, -2.162, 2.928], [4.965, -3.479, 3.270], [6.121, -4.113, 3.709], [6.026, -5.468, 3.952], [4.822, -6.167, 3.767], [3.678, -5.529, 3.336], [3.757, -4.159, 3.086], [2.781, -3.264, 2.656], [3.382, -2.097, 2.597], [2.670, -0.935, 2.061], [1.367, -0.687, 2.482], [0.566, 0.133, 1.713], [0.992, 0.669, 0.559], [2.292, 0.579, 0.269], [3.171, -0.207, 0.990], [5.314, -1.376, 3.028], [7.049, -3.577, 3.856], [6.898, -6.007, 4.296], [4.795, -7.228, 3.976], [2.747, -6.065, 3.209], [0.975, -1.168, 3.369], [-0.471, 0.319, 1.962], [2.616, 1.103, -0.621], [4.188, -0.338, 0.643]], "mulliken_charge": [0.6894, 0.4538, 0.1203, -1.8668, -0.0442, -1.6175, 0.8411, 0.5391, 0.4062, 0.5546, 0.5018, -1.5554, 0.4890, -0.0808, -0.2090, -1.1434, -1.0130, -0.5645, 0.6747, 1.0329, -0.3682, -0.6969, -0.5244, -0.6543, -0.3467, 0.1475, 0.6744, 0.3654, 0.5304, 0.4510, 0.4687, 0.3528, 0.4055, 0.3925, 0.3894, 0.4238, 0.1108, 1.9831, -1.6867, 0.3631, 0.4566, -1.4828, -0.1091, -0.4094, -1.5346, 0.4733, 0.1405, 0.4750, -1.3438, 0.6213, 0.3965, 0.5844, 0.3914, -1.2588, 0.3074, 0.5370, 0.4876, 0.2998, 0.3588, 0.3456, 0.6037, -0.0020, 0.7726, -0.9989, -0.4476, -0.5646, -0.8021, 0.4512, -0.4092, -0.3324, 1.1485, -1.1837, -0.8516, 1.0932, -0.8214, -1.2145, 0.2498, 0.4019, 0.3898, 0.3953, 0.3996, 0.5015, 0.6181, 0.4066, 0.4701]}



No. 2
{"formula": "C4H14NO3", "method": "the ωB97M-V functional and the def2-TZVPD basis", "relative_energy_kcal_mol": 37.7, "homo_ev": -13.89, "total_charge": 1, "largest_force_ev_per_a": 2.03, "gap_ev": 9.2, "e_lumo_ev": -4.7, "symbols": ["C", "C", "C", "N", "C", "H", "H", "H", "H", "H", "H", "H", "H", "H", "H", "O", "H", "H", "O", "H", "H", "O"], "positions_angstrom": [[3.291, -1.000, 3.006], [2.138, -0.498, 2.228], [1.931, -0.751, 0.938], [1.090, 0.091, 0.167], [0.704, -0.129, -1.016], [3.963, -0.219, 3.353], [2.925, -1.487, 3.898], [3.894, -1.718, 2.461], [1.468, 0.124, 2.789], [2.511, -1.484, 0.394], [0.632, 0.808, 0.743], [0.133, 0.641, -1.492], [1.006, -0.917, -1.694], [-1.984, 0.379, 1.676], [-1.868, 1.142, 0.361], [-1.343, 0.847, 1.133], [-3.323, -1.033, -5.139], [-3.784, 0.350, -5.330], [-3.966, -0.415, -4.765], [-2.856, 1.509, -1.916], [-3.746, 1.982, -0.809], [-2.817, 1.777, -0.988]], "nbo_charge": [-0.6609, -0.0620, -0.1068, -0.3825, 0.0939, 0.2585, 0.2460, 0.2289, 0.2184, 0.2255, 0.4820, 0.2151, 0.2273, 0.4910, 0.5088, -1.0105, 0.4669, 0.4670, -0.9335, 0.4928, 0.4979, -0.9637]}



The evaluated molar mass for the records listed, in turn: 624.7 124.2 g/mol.
The evaluated DFT total energy for the records listed, in turn: -2740.2163 -440.9983 hartree.